A structure of composition C31H54As2SbSeV in a non-equilibrium geometry, computed with ωB97M-V with the def2-TZVPD basis set.

Total charge = +1
2S+1 = 2
F_max = 0.03234 hartree/bohr
HOMO (spin up / spin down) = -10.07 / -9.81 eV
Orbital gap (spin up / spin down) = 7.1 / 7.1 eV

The geometry in XYZ format:
```
90
Properties=species:S:1:pos:R:3:forces:R:3:mulliken_charge:R:1
V -0.479814 0.138586 0.330458 -0.4899 -0.7882 0.7500 0.80
C -5.188395 -0.593513 -0.671465 -0.0759 0.3662 0.1379 -1.27
As -3.241465 -0.252774 -0.721678 0.0208 -0.3572 -0.6024 0.71
C -3.139664 -0.423725 -2.676382 0.0759 0.0426 -0.0186 -1.21
C -2.732630 -2.026280 -0.037100 -0.1758 0.1334 0.1128 0.26
C -3.008774 -3.189413 -0.740974 -0.0787 -0.0205 -0.1644 -0.66
C -2.765151 -4.435091 -0.189775 0.0040 0.0649 -0.0908 -0.94
C -2.202824 -4.534164 1.070870 0.0944 0.0307 0.1227 -0.71
C -1.904604 -3.383197 1.779284 0.1674 -0.0486 0.3020 -0.58
C -2.192259 -2.129874 1.252381 0.1829 0.1971 -0.2679 0.03
As -1.866832 -0.478027 2.243396 -0.8824 -0.4630 1.1870 0.91
C -3.705465 -0.085138 2.795970 -0.0538 0.1606 0.1155 -1.25
C -1.179058 -1.061212 3.979637 0.0464 0.0339 0.0207 -1.57
H -5.386816 -1.548230 -1.156966 0.1215 0.0071 -0.0171 0.40
H -5.704185 0.195412 -1.221399 0.0673 -0.0164 0.0366 0.47
H -5.591024 -0.628881 0.339830 0.1209 0.0100 0.0045 0.38
H -3.609760 -1.343885 -3.026718 0.0124 0.0567 0.0469 0.44
H -2.111404 -0.375430 -3.039682 -0.1530 -0.0316 0.1490 0.22
H -3.696210 0.426000 -3.084093 0.0318 -0.1113 0.0701 0.45
H -3.434840 -3.125919 -1.733647 -0.0255 -0.0244 -0.0469 0.34
H -3.020224 -5.325941 -0.741316 0.0194 -0.1094 -0.0923 0.45
H -1.995831 -5.502819 1.502038 0.0082 -0.0432 0.0306 0.44
H -1.451320 -3.463625 2.761606 -0.0542 -0.0348 -0.0264 0.44
H -4.160880 -1.004258 3.173450 0.1209 0.0797 -0.0558 0.41
H -4.309623 0.298618 1.971402 0.1983 -0.0135 0.0816 0.27
H -3.692485 0.657511 3.597115 0.0249 -0.0332 -0.0890 0.49
H -1.903770 -1.706451 4.477797 0.0304 0.0082 -0.0656 0.49
H -1.024779 -0.173296 4.600779 -0.0565 -0.0799 -0.1402 0.43
H -0.222159 -1.580245 3.895314 -0.0977 0.0464 -0.1275 0.38
C 3.347008 1.148934 1.428256 -0.2665 0.0313 -0.1832 -1.81
C 2.516887 2.391050 1.729168 -0.4393 -0.0117 -0.4398 1.67
C 1.891264 2.273486 3.114491 -0.2474 -0.0180 -0.2444 -1.75
C 3.360260 3.648150 1.636881 -0.1099 -0.0344 -0.1802 -1.65
Sb 0.835372 2.366823 0.215448 0.6225 1.5419 -0.0371 1.42
C 1.604933 2.911764 -1.863940 -0.1370 -0.1156 0.5317 1.47
C 2.211848 4.305654 -1.904842 -0.1370 -0.0665 0.2663 -1.49
C 0.393492 2.786911 -2.781163 -0.1651 -0.0755 0.2579 -1.57
C 2.649140 1.876672 -2.247880 -0.1522 -0.2361 0.2207 -1.64
C -0.696852 3.897614 0.867908 0.3939 -0.2457 -0.1677 1.60
C -1.394704 3.336500 2.101405 0.1219 -0.3086 -0.0956 -1.66
C -1.726199 4.015186 -0.248323 0.1849 -0.2417 -0.1152 -1.73
C -0.085187 5.248337 1.190974 0.1116 -0.1245 -0.0177 -1.64
H 4.111716 1.016897 2.192108 0.1231 0.0063 0.1566 0.54
H 3.850523 1.235178 0.466075 0.0044 -0.1180 -0.0418 0.29
H 2.718537 0.252706 1.419240 0.1282 -0.0141 -0.0202 0.27
H 2.665851 2.042082 3.845370 0.1349 -0.0503 0.0789 0.60
H 1.142297 1.470225 3.150679 0.0703 0.1294 0.1177 0.19
H 1.435120 3.216810 3.416344 -0.1247 -0.0617 0.0489 0.29
H 4.083397 3.669262 2.451550 0.1426 -0.0196 0.1166 0.49
H 2.750229 4.543928 1.709048 -0.0068 0.1644 0.0281 0.30
H 3.909852 3.680362 0.699460 0.0972 0.0649 -0.0813 0.29
H 1.530508 5.063754 -1.525703 -0.0722 0.1105 -0.0229 0.26
H 2.458250 4.563592 -2.935409 0.0212 -0.0086 -0.1316 0.48
H 3.131077 4.349543 -1.323859 0.0487 0.0618 0.0257 0.27
H -0.297538 3.618786 -2.650079 -0.0405 -0.0695 -0.0163 0.26
H -0.138160 1.843378 -2.604440 0.0183 0.1627 -0.1138 0.19
H 0.716280 2.788399 -3.821647 0.1252 0.0258 -0.1345 0.53
H 3.539212 1.945886 -1.626391 0.0988 -0.0102 0.0545 0.29
H 2.955043 2.042285 -3.280956 0.0231 0.0864 -0.1421 0.54
H 2.241063 0.864989 -2.184344 0.1411 0.0440 -0.0157 0.18
H -1.936513 2.414477 1.855701 0.0501 0.1056 0.0820 0.15
H -2.126957 4.060122 2.460039 -0.1055 0.1182 0.0349 0.61
H -0.698067 3.134987 2.913772 -0.0492 -0.0458 0.0768 0.20
H -2.069485 3.024295 -0.577064 0.0119 0.1961 -0.0412 0.22
H -1.328294 4.562060 -1.099695 -0.0257 -0.0019 -0.1104 0.34
H -2.595702 4.563250 0.114384 -0.1196 0.0911 0.0873 0.52
H 0.589508 5.183399 2.041164 0.1079 0.0363 0.1010 0.31
H -0.875262 5.949341 1.456618 -0.1471 0.1438 0.0403 0.48
H 0.460039 5.664887 0.348448 0.0689 0.0816 -0.0787 0.28
C 3.339116 -6.290694 -1.570887 0.0463 -0.0780 0.0355 -1.51
C 2.524390 -5.039600 -1.512631 -0.0724 0.0976 -0.0404 0.59
C 1.924560 -4.530638 -2.655560 0.0716 -0.0144 0.0823 -1.05
C 1.201138 -3.351108 -2.637791 -0.0340 0.2345 0.1586 0.24
C 0.569665 -2.837186 -3.894349 -0.0025 0.0369 -0.0863 -1.58
C 1.092494 -2.645702 -1.430440 0.0186 0.0010 0.1753 0.55
Se 0.222232 -0.923547 -1.546240 0.2713 -0.5735 -1.3531 -0.04
C 1.644316 -3.162424 -0.257061 -0.0853 0.1135 -0.0963 0.90
C 1.556663 -2.489520 1.081075 0.0649 0.1807 -0.1423 -0.60
C 2.353101 -4.354808 -0.320992 0.0130 0.0333 -0.1459 -0.92
H 3.320334 -6.715873 -2.569515 0.0137 -0.1100 -0.0634 0.35
H 2.958265 -7.027541 -0.868023 -0.0084 -0.1434 0.0401 0.36
H 4.376498 -6.093881 -1.307398 0.0970 0.0167 0.0249 0.34
H 2.053497 -5.054621 -3.591780 -0.0656 -0.0710 -0.1138 0.33
H 0.745509 -3.518647 -4.720453 0.0291 -0.0696 -0.0900 0.45
H 0.975110 -1.858241 -4.153290 -0.0528 -0.0013 -0.0970 0.32
H -0.507961 -2.721084 -3.764369 -0.0052 0.0332 -0.0474 0.22
H 0.807085 -1.679546 1.073008 0.1427 -0.1993 0.1759 -0.99
H 2.529646 -2.070951 1.344414 -0.0571 0.1099 0.0916 0.54
H 1.286362 -3.216593 1.846899 -0.0986 0.1075 0.0671 0.48
H 2.820443 -4.734493 0.576455 0.0040 -0.0906 0.1672 0.48
```
Positions in Å, forces in eV/Å.

A cluster of 13 separate species, C5H32O15 in total in a non-equilibrium geometry, computed with ωB97M-V with the def2-TZVPD basis set.

Total charge = -1
2S+1 = 2
F_max = 0.19088 hartree/bohr
Energy relative to the best compared isomer or geometry (same formula, charge and spin) = 64.8 kcal per mole
HOMO (spin up / spin down) = -6.78 / -6.75 eV
Orbital gap (spin up / spin down) = 8.9 / 3.5 eV

The geometry in XYZ format:
```
52
Properties=species:S:1:pos:R:3:forces:R:3:mulliken_charge:R:1
O 1.788464 -2.932891 0.544790 -0.4006 -1.5547 -0.8326 -0.54
C 1.297059 -2.026232 1.158673 2.1181 3.2408 3.1505 0.68
O 1.895978 -1.010681 1.642218 -2.3771 -1.4150 -0.6823 -0.66
C -0.242602 -2.197186 1.542040 -1.3022 -0.1948 -1.0561 -0.75
C -0.850039 -1.013953 0.630039 -2.2908 -2.6547 0.3708 0.05
C -2.199295 -1.529171 -0.071060 2.6496 -1.1054 -0.6517 -0.68
C -2.774284 -0.559193 -1.027515 0.8297 4.2449 0.5764 -0.75
O -3.154557 0.682696 -0.359620 0.8769 0.4384 0.4246 -0.51
H -0.686026 -3.133865 1.266727 0.3559 -0.7562 -1.1763 0.38
H -0.517547 -2.289628 2.610650 1.1137 1.3441 -0.1522 0.41
H -1.245025 -0.478702 1.453348 0.4530 2.1366 0.3447 -0.16
H -0.133812 -0.623443 -0.078243 -0.0212 0.6327 0.2563 0.49
H -2.874359 -1.818253 0.708255 -0.4540 -0.5011 0.2309 0.49
H -1.868587 -2.313314 -0.787107 -0.4381 -0.4951 0.8662 0.41
H -1.899616 -0.262436 -1.718113 -1.8615 -0.6880 0.0501 0.24
H -3.795503 -0.654793 -1.375366 0.4533 -1.8456 -1.2292 0.28
H 0.149643 3.507036 0.081699 -3.4553 -2.9445 1.1144 0.54
H 1.704384 3.578497 0.117965 -1.2984 0.4358 0.0051 0.30
O 0.858200 4.068682 -0.007275 4.5443 3.0057 -0.1872 -0.73
H 0.754116 -4.785872 -0.160150 -3.8545 1.4066 6.7248 0.27
H 1.994514 -4.252643 -0.825611 -3.3926 -3.0901 -0.5631 0.44
O 1.167861 -4.949165 -0.892121 7.0429 0.8653 -6.7818 -0.62
H -2.132878 2.336321 2.352944 -5.6009 5.5824 1.6231 0.30
H -1.396000 1.792380 1.287781 0.9357 0.6232 -2.7093 0.37
O -1.517045 1.755518 2.226610 4.9921 -5.9789 1.8261 -0.70
H -3.604432 0.526891 1.296215 -0.2758 0.7704 -3.1331 0.40
H -3.192219 0.283643 2.533171 -1.2618 -0.7047 0.5781 0.35
O -4.004825 0.062460 1.999484 1.1610 -0.3895 3.1317 -0.69
H -3.066050 3.018913 -1.522361 0.2789 -0.0376 -0.8535 0.31
H -4.362725 2.443228 -1.450247 -1.1923 -0.9578 0.5447 0.30
O -3.818144 2.815763 -2.120170 1.1960 0.9555 0.0165 -0.68
H -2.845257 1.633733 -3.895416 1.6818 -0.7964 -0.6740 0.35
H -1.318057 1.204409 -4.128774 0.7908 0.5594 0.7855 0.31
O -2.192338 1.121600 -4.468142 -2.5002 0.3813 0.0921 -0.68
H 0.403688 1.804289 2.661875 3.4518 0.4448 0.9681 0.34
H 1.788762 1.075689 2.534297 0.4920 -1.2590 -0.5390 0.35
O 1.457570 1.865053 2.918157 -4.1600 0.8536 -0.4394 -0.71
H 3.475384 -2.538397 -0.217830 1.2482 0.5314 -0.1703 0.27
H 4.601388 -1.799674 0.543751 0.1952 0.2835 0.9267 0.56
O 4.379759 -2.152092 -0.319167 -0.6723 -1.3118 -0.2194 -0.75
H 2.777331 -0.805414 -1.843907 -1.2288 0.0474 0.9641 0.27
H 4.302678 -0.967790 -1.596263 -1.2539 -0.1705 -0.5178 0.39
O 3.602067 -0.817609 -2.276367 1.9732 0.5819 -1.3542 -0.65
H 0.344564 3.675901 -1.563788 1.7986 -2.3388 -2.9874 0.38
H 1.401388 2.635271 -2.389149 1.6037 -0.3223 0.6148 0.24
O 0.572382 3.055734 -2.436614 -2.9886 2.3717 1.3831 -0.67
H 3.416556 -1.244980 2.071035 2.4944 1.0690 0.1288 0.50
H 4.548304 -0.121486 2.087794 -0.0448 1.7303 -0.0200 0.28
O 4.444603 -1.047134 2.118303 -1.9112 -2.4976 0.2818 -0.79
H -2.359061 1.282377 -0.209374 0.0170 0.0966 -0.6434 0.38
H -0.426532 1.909925 -0.553976 0.0599 -0.2023 -0.5807 0.20
O -1.145481 2.399139 -0.155696 -0.5708 -0.4208 0.1741 -1.14
```
Positions in Å, forces in eV/Å.

An isolated molecule of C3H5Cl2P in a non-equilibrium geometry, computed with ωB97M-V with the def2-TZVPD basis set.

Total charge = 0
F_max = 0.08537 hartree/bohr
Energy relative to the best compared isomer or geometry (same formula, charge and spin) = 15.7 kcal per mole
HOMO = -9.51 eV
SMILES string = P[C@@H]1CC1(Cl)Cl
Orbital gap = 10.3 eV

The geometry in XYZ format:
```
11
Properties=species:S:1:pos:R:3:forces:R:3:mulliken_charge:R:1
C -0.039937 -0.653812 -1.167420 -1.5348 3.9973 -0.9681 -0.66
C 0.389767 -0.371865 0.225269 -0.7041 -2.7600 2.2549 -0.18
C -1.088399 -0.164235 -0.182285 1.2214 0.2079 0.8457 0.38
P 1.389505 1.163384 0.503457 -0.2184 0.4734 0.7380 -0.17
Cl -2.295618 -1.257603 0.473222 0.2609 -0.0743 -0.2017 -0.19
Cl -1.698612 1.499493 -0.187201 0.1191 -0.3725 -0.3265 -0.18
H 0.133310 0.243884 -1.853704 0.1663 -1.7632 0.4698 0.26
H -0.341378 -1.561378 -1.584446 0.4332 -1.5379 -0.5795 0.34
H 0.490709 -1.386885 0.876672 0.0041 2.8129 -1.3253 0.28
H 2.449339 0.642822 1.317427 -0.5385 0.0355 -0.0790 0.05
H 0.611311 1.846195 1.579013 0.7910 -1.0191 -0.8282 0.06
```
Positions in Å, forces in eV/Å.

> The highest F_max belongs to which entry?

C5H32O15

> Among the records above, which one has the highest F_max?

C5H32O15

Repeat the third record exactly.
An isolated molecule of C3H5Cl2P in a non-equilibrium geometry, computed with ωB97M-V with the def2-TZVPD basis set.

Total charge = 0
F_max = 0.08537 hartree/bohr
Energy relative to the best compared isomer or geometry (same formula, charge and spin) = 15.7 kcal per mole
HOMO = -9.51 eV
SMILES string = P[C@@H]1CC1(Cl)Cl
Orbital gap = 10.3 eV

The geometry in XYZ format:
```
11
Properties=species:S:1:pos:R:3:forces:R:3:mulliken_charge:R:1
C -0.039937 -0.653812 -1.167420 -1.5348 3.9973 -0.9681 -0.66
C 0.389767 -0.371865 0.225269 -0.7041 -2.7600 2.2549 -0.18
C -1.088399 -0.164235 -0.182285 1.2214 0.2079 0.8457 0.38
P 1.389505 1.163384 0.503457 -0.2184 0.4734 0.7380 -0.17
Cl -2.295618 -1.257603 0.473222 0.2609 -0.0743 -0.2017 -0.19
Cl -1.698612 1.499493 -0.187201 0.1191 -0.3725 -0.3265 -0.18
H 0.133310 0.243884 -1.853704 0.1663 -1.7632 0.4698 0.26
H -0.341378 -1.561378 -1.584446 0.4332 -1.5379 -0.5795 0.34
H 0.490709 -1.386885 0.876672 0.0041 2.8129 -1.3253 0.28
H 2.449339 0.642822 1.317427 -0.5385 0.0355 -0.0790 0.05
H 0.611311 1.846195 1.579013 0.7910 -1.0191 -0.8282 0.06
```
Positions in Å, forces in eV/Å.